(1)
# C2H10N2O

A cluster of 2 separate species, C2H10N2O in total in a non-equilibrium geometry (ωB97M-V with the def2-TZVPD basis set, the Open Molecules 2025 dataset).

Last column: Löwdin charge in e.
Atoms and positions in Å:
O 1.225 -0.068 -0.678  -0.18
N -1.613 -0.945 -0.071  -0.03
N -1.184 1.352 -0.220  -0.04
C 2.288 -0.622 0.095  -0.15
C -1.667 0.299 0.652  -0.42
H 1.921 -1.554 0.562  0.08
H -1.192 0.349 1.674  0.11
H -1.104 2.288 0.162  0.06
H -2.327 -0.976 -0.867  0.10
H 1.499 -0.403 -1.548  0.10
H 3.233 -0.826 -0.476  0.09
H -0.579 -0.949 -0.274  0.05
H -2.756 0.586 0.799  0.11
H 2.552 0.178 0.873  0.10
H -0.297 1.290 -0.681  0.02

Properties
HOMO energy   -8.50 eV
SMILES   NCN.CO
Maximum force   0.050 hartree/bohr
Frontier orbital gap   9.17 eV
LUMO energy   0.02451 Eh
Energy relative to the best compared isomer or geometry (same formula, charge and spin)   1.603 eV

(2)
# C4H8O2

An isolated molecule of C4H8O2 (ωB97M-V with the def2-TZVPD basis set, the Open Molecules 2025 dataset).

Last column: Löwdin charge in e.
Atoms and positions in Å:
O 0.455 1.133 1.347  0.03
O 1.204 -0.486 -0.126  -0.06
C 0.829 -0.004 -1.431  -0.16
C -0.482 0.571 -0.889  -0.05
C -0.779 -0.881 1.270  0.01
C 0.049 0.107 0.485  -0.61
H 1.369 1.326 1.093  0.11
H 0.740 -0.828 -2.145  0.11
H -1.667 -0.390 1.679  0.09
H 1.550 0.727 -1.815  0.12
H -0.183 -1.269 2.100  0.09
H -0.613 1.651 -0.968  0.11
H -1.383 0.053 -1.228  0.11
H -1.089 -1.711 0.628  0.09

Properties
HOMO energy   -10.08 eV
SMILES   C[C@]1(O)CCO1
Maximum force   0.007 hartree/bohr
Frontier orbital gap   11.05 eV
LUMO energy   0.03565 Eh
Energy relative to the best compared isomer or geometry (same formula, charge and spin)   1.392 eV

(3)
# C8H14NO3

A structure of composition C8H14NO3 in a non-equilibrium geometry (ωB97M-V with the def2-TZVPD basis set, the Open Molecules 2025 dataset).

Last column: Löwdin charge in e.
Atoms and positions in Å:
O -2.779 -0.224 -0.728  -0.03
O -1.768 -1.953 0.312  -0.06
O 0.894 1.698 -0.249  -0.15
N -0.542 1.331 -0.590  -0.06
C -1.426 2.372 0.013  -0.07
C -0.701 0.256 1.752  -0.07
C -1.891 -0.781 -0.099  -0.74
C 1.696 0.619 -0.608  -0.21
C 0.902 -0.673 -0.475  -0.32
C 1.726 -1.565 0.542  -0.04
C 0.421 -1.372 -1.665  -0.07
C -0.657 0.185 0.235  -0.32
H 2.764 -1.460 0.487  0.03
H 1.387 -1.290 1.647  0.10
H 1.975 0.876 -1.590  0.10
H 1.117 -2.240 -1.993  0.11
H -1.517 0.810 2.163  0.05
H -1.300 2.728 0.992  0.05
H -0.584 -1.782 -1.425  0.08
H 0.427 -0.753 -2.439  0.02
H -1.313 3.161 -0.720  0.07
H -0.589 -0.798 2.217  0.10
H 2.511 0.774 -0.017  0.09
H -2.440 1.766 -0.198  0.13
H 1.435 -2.603 0.396  0.06
H 0.251 0.919 2.042  0.11

Properties
HOMO energy   -4.16 eV
Maximum force   0.103 hartree/bohr
Frontier orbital gap   7.72 eV
Total charge   -1
LUMO energy   0.13074 Eh

(4)
# C4H4N2O

An isolated molecule of C4H4N2O in a non-equilibrium geometry (ωB97M-V with the def2-TZVPD basis set, the Open Molecules 2025 dataset).

Last column: Löwdin charge in e.
Atoms and positions in Å:
O 0.331 -0.039 1.275  -0.02
N 0.074 0.510 -1.470  0.06
N -1.481 -1.755 0.851  0.17
C -0.839 -0.299 -1.048  -0.11
C -0.845 -0.864 0.286  -0.19
C 1.184 0.748 0.651  -0.17
C 1.091 0.969 -0.691  -0.16
H -1.618 -1.662 1.849  0.08
H 1.984 1.268 1.214  0.13
H -1.670 -0.508 -1.735  0.12
H 1.787 1.633 -1.183  0.09

Properties
HOMO energy (spin up / spin down)   -8.68 / -8.68 eV
SMILES   [H]/N=c1/cncco1
Maximum force   0.035 hartree/bohr
Frontier orbital gap (spin up / spin down)   8.30 / 8.30 eV
LUMO energy (spin up / spin down)   -0.01387 / -0.01387 Eh
Energy relative to the best compared isomer or geometry (same formula, charge and spin)   2.499 eV

(5)
# C4H15N4

A cluster of 2 separate species, C4H15N4 in total in a non-equilibrium geometry (ωB97M-V with the def2-TZVPD basis set, the Open Molecules 2025 dataset).

Last column: Löwdin charge in e.
Atoms and positions in Å:
N 2.318 0.900 -1.232  0.02
N 0.666 1.486 0.788  0.18
N 0.713 -1.139 1.470  0.06
N -1.025 0.051 -0.105  -0.18
C 1.120 -0.009 -1.146  -0.16
C 0.249 0.445 0.009  -0.36
C -1.394 -1.072 -0.999  -0.02
C -2.165 0.676 0.601  -0.01
H -3.082 0.442 -0.034  0.12
H 0.250 1.760 1.691  0.14
H -0.149 -1.116 2.046  0.08
H -2.066 1.718 0.732  0.07
H 2.237 1.571 -1.992  0.09
H -1.780 -0.817 -1.949  0.09
H 1.498 -0.788 2.069  0.10
H 1.336 -1.022 -0.726  0.12
H -2.213 -1.651 -0.477  0.12
H -0.432 -1.590 -1.177  0.08
H -2.332 0.215 1.602  0.10
H 3.184 0.327 -1.066  0.12
H 0.972 -2.091 1.392  0.05
H 1.548 1.873 0.482  0.10
H 0.551 -0.169 -1.979  0.08

Properties
HOMO energy   -13.52 eV
Maximum force   0.097 hartree/bohr
Frontier orbital gap   10.74 eV
Total charge   +1
LUMO energy   -0.10217 Eh
Energy relative to the best compared isomer or geometry (same formula, charge and spin)   2.032 eV

(6)
# CHNO2S

A cluster of 2 separate species, CHNO2S in total in a non-equilibrium geometry (ωB97M-V with the def2-TZVPD basis set, the Open Molecules 2025 dataset).

Last column: Löwdin charge in e.
Atoms and positions in Å:
S -1.805 -0.799 0.455  0.78
O 0.984 -0.013 -1.345  0.08
O -0.252 1.697 -0.856  0.08
N 0.195 0.582 -0.655  -0.52
C -0.332 -0.204 0.474  -0.56
H 1.211 -1.262 1.927  0.15

Properties
HOMO energy (spin up / spin down)   -10.57 / -9.87 eV
Maximum force   0.033 hartree/bohr
Frontier orbital gap (spin up / spin down)   8.03 / 8.20 eV
LUMO energy (spin up / spin down)   -0.09339 / -0.06148 Eh
Energy relative to the best compared isomer or geometry (same formula, charge and spin)   7.060 eV